C25H33N6O3Tl as an isolated structure, computed with ωB97M-V with the def2-TZVPD basis set.

Results
Charge = 0
HOMO energy = -8.31 eV
ΔE to the lowest compared entry with this formula, charge and spin = 0.000 eV

```
68
Properties=species:S:1:pos:R:3:forces:R:3:mulliken_charge:R:1
Tl -0.6470 -0.2101 0.9755 0.3620 0.2383 0.1004 1.14
N 1.9901 -1.4356 1.3867 0.1541 0.2012 0.2391 -0.35
C 2.7747 -0.4005 1.9184 -0.1071 -0.2286 -0.2221 0.52
C 3.9696 -0.0391 1.2891 0.0261 0.0030 0.0327 -0.70
C 4.7333 1.0150 1.7666 -0.0410 -0.0476 -0.0169 -0.62
C 4.3180 1.7184 2.8917 -0.0105 -0.0163 -0.0539 -0.85
C 3.1274 1.3594 3.5029 -0.0336 0.0815 0.0786 -0.44
C 2.3256 0.3197 3.0299 -0.2115 0.1022 0.1112 0.49
C 1.0257 0.0407 3.7267 0.0464 -0.0449 0.0038 0.36
C 1.0558 -0.0425 5.1245 0.0314 0.0532 0.0378 -0.48
C -0.0996 -0.2180 5.8711 0.0325 -0.0139 -0.0216 -0.84
C -1.3250 -0.3215 5.2297 -0.0517 -0.0034 0.0104 -0.77
C -1.3786 -0.2605 3.8435 0.1532 0.0452 0.0522 -0.84
C -0.2170 -0.0840 3.0842 -0.0866 -0.1468 0.0690 0.25
H 1.4657 -1.9750 2.0632 0.0254 0.0015 0.0010 0.37
H 2.4539 -2.0162 0.7097 0.1031 -0.0592 -0.0676 0.21
H 4.2968 -0.6011 0.4166 -0.0423 0.0710 0.1119 0.37
H 5.6555 1.2833 1.2618 -0.0847 -0.0334 0.0376 0.39
H 4.9038 2.5455 3.2776 -0.0580 -0.0923 -0.0433 0.40
H 2.7758 1.9230 4.3606 0.0280 -0.0151 -0.0282 0.53
H 2.0153 0.0320 5.6305 -0.1185 -0.0195 -0.0633 0.53
H -0.0389 -0.2815 6.9526 -0.0033 0.0082 -0.0980 0.37
H -2.2363 -0.4617 5.8025 0.0890 0.0151 -0.0553 0.44
H -2.3418 -0.3567 3.3471 0.1183 0.0167 0.0579 0.41
C -4.8159 0.7236 0.1511 -0.2962 0.0736 0.2098 -1.50
C -3.5799 0.0502 -0.4098 0.4154 0.2147 0.2128 0.66
C -3.7174 -1.4594 -0.3633 0.0589 -0.1675 0.0468 -1.31
O -2.4542 0.5685 0.2938 -0.7913 -0.1333 -0.3434 -0.17
H -5.7123 0.4683 -0.4301 0.1635 0.0287 0.1076 0.42
H -4.6951 1.8110 0.1419 -0.0101 -0.1239 0.0045 0.33
H -4.9682 0.4029 1.1907 -0.0095 0.0855 -0.1641 0.27
H -3.4969 0.3375 -1.4620 0.1186 0.0813 -0.2359 0.21
H -3.7274 -1.8089 0.6737 0.0018 -0.0153 -0.0395 0.25
H -2.8907 -1.9442 -0.8879 -0.0593 0.0370 0.0549 0.12
H -4.6486 -1.7735 -0.8470 0.0848 0.0412 0.0677 0.50
C -0.8598 3.0170 0.8833 0.5224 0.1363 -0.1507 -0.72
N 0.0889 2.0615 0.2140 -0.0296 0.1464 -0.0732 0.20
C 1.4716 2.5105 0.5348 -0.1432 0.0925 -0.3373 -0.24
N 1.7238 3.8757 0.0775 -0.2075 -0.0939 -0.0744 0.14
C 0.7584 4.7659 0.7349 -0.0650 -0.2010 -0.0962 -0.69
N -0.6300 4.3916 0.4379 0.0683 -0.1904 -0.1263 0.07
C -0.8161 4.4362 -1.0222 0.1735 -0.1616 0.0957 -0.62
N 0.1144 3.5415 -1.7315 0.0153 0.0282 0.3175 0.06
C -0.1085 2.1761 -1.2609 0.0267 0.1480 0.0855 -0.62
C 1.4867 3.9337 -1.3741 -0.1819 -0.0806 0.1560 -0.70
H -0.7019 2.9460 1.9618 0.0421 0.0164 0.0125 0.28
H -1.8670 2.7006 0.6540 -0.2261 -0.0762 -0.1057 0.16
H 2.1779 1.8343 0.0561 0.0417 -0.0590 -0.0436 0.16
H 1.6086 2.4524 1.6081 0.0389 0.0280 0.1924 -0.08
H 0.9332 5.7870 0.3981 -0.0097 0.0601 -0.0398 0.37
H 0.9147 4.7225 1.8124 0.0066 -0.0155 0.0718 0.30
H -0.6544 5.4558 -1.3696 0.0226 0.0671 0.0000 0.34
H -1.8390 4.1435 -1.2561 -0.0442 -0.0384 -0.0140 0.34
H 0.5918 1.5033 -1.7579 0.0065 -0.0638 0.0035 0.36
H -1.1278 1.8610 -1.4837 -0.0159 0.0139 0.0119 0.05
H 1.6648 4.9509 -1.7195 -0.0005 0.0814 -0.0064 0.36
H 2.1882 3.2684 -1.8766 0.0279 -0.0623 -0.0121 0.32
O 0.7583 -1.4283 -2.4620 -0.0965 -0.0663 0.1963 -0.65
C 0.2260 -2.2020 -1.6965 -0.1264 0.4958 0.2148 0.17
C 0.0316 -3.6931 -1.9443 -0.0691 -0.0678 0.1606 -0.58
C -0.5598 -4.2287 -0.6347 0.0562 0.0705 -0.1606 -0.61
C -0.7078 -2.9893 0.2221 -0.0915 0.1360 0.1239 0.41
O -1.1300 -2.9531 1.3749 0.1630 0.0187 -0.3703 -0.64
N -0.3076 -1.8700 -0.4552 0.0417 -0.5604 -0.2312 0.15
H 0.9875 -4.1347 -2.2207 0.0051 -0.0232 0.0146 0.33
H -0.6364 -3.8067 -2.7983 0.0033 -0.0081 0.0083 0.29
H 0.0785 -4.9456 -0.1202 0.0215 -0.0185 -0.0022 0.33
H -1.5412 -4.6911 -0.7452 0.0268 0.0093 -0.0159 0.27
```
Forces are in eV/Å.

A 5-piece molecular cluster, C32H66BrCl2FN2O17P5 overall, computed with ωB97M-V with the def2-TZVPD basis set.

Results
Charge = +1
HOMO energy = -10.75 eV

```
126
Properties=species:S:1:pos:R:3:forces:R:3:mulliken_charge:R:1
C 0.2908 0.7393 2.6214 0.4229 0.6578 0.0303 -1.30
C -0.5141 1.7422 1.8106 -0.0947 0.0292 0.9629 -0.31
O -1.5554 1.2017 0.9688 1.0277 -0.0390 0.0613 -0.48
C -1.2023 0.5895 -0.2581 -1.4721 0.3896 -1.3626 3.43
P 0.5963 0.5854 -0.8126 1.5480 -0.7120 1.8692 0.55
C 1.2079 2.2453 -1.2711 -0.3448 -0.0980 -0.2893 -1.05
C 0.8420 -0.5634 -2.2286 -0.4219 0.9167 -0.5357 -1.30
C -1.6262 -0.8536 0.0170 0.2267 -0.2894 0.0913 -2.30
C -0.9852 -1.7602 0.9761 0.2323 -0.1290 0.2939 -0.54
C 0.1684 -2.4406 0.6148 0.2677 0.2827 -0.6856 0.03
C 0.8213 -3.2709 1.4965 0.0028 -0.1576 0.2039 -1.24
C 0.3063 -3.4583 2.7692 0.2590 0.0103 -0.3894 -0.16
C -0.8613 -2.8004 3.1249 0.1620 -0.5260 0.6070 -0.51
C -1.5102 -1.9592 2.2493 -0.4266 0.1716 -0.1690 -0.18
N -2.6861 -1.2143 -0.6259 0.1784 1.0900 1.3361 0.41
Cl -3.3723 -2.7408 -0.4362 -0.2366 0.0590 -0.1968 0.07
C -3.2007 -0.2031 -1.5544 0.6108 0.4858 -1.8063 0.36
Cl -2.6379 -0.9438 -3.1116 -1.1432 -1.6629 0.0941 -0.07
C -4.7191 -0.0796 -1.6424 -0.4398 -0.4745 -0.3206 0.14
F -5.2265 0.6317 -0.5659 0.3728 -0.1071 0.2382 -0.42
C -5.2608 0.4934 -2.9537 -0.6355 0.2020 -0.3083 -0.74
C -6.1578 -0.4895 -3.7336 -0.0019 -0.1549 -0.1021 -1.39
C -2.3181 1.1135 -1.2918 0.1000 -0.5360 -0.7329 -0.45
Br -1.6609 1.6162 -3.1134 0.7843 1.2914 0.4790 0.05
C -3.0490 2.3987 -0.8936 -0.2410 -0.2791 0.5256 -1.37
C -2.1838 3.6413 -0.7245 -0.2690 0.7807 0.3122 -0.03
C -3.0883 4.8377 -0.3812 0.0156 -0.1096 -0.0014 -1.00
N -3.7421 4.7428 0.9315 0.0556 0.1185 -0.5692 -0.62
H 0.8898 1.3482 3.3074 -0.0038 -0.0256 0.0181 0.55
H 1.0018 0.1783 2.0207 -0.2178 -0.3024 -0.0080 0.25
H -0.3439 0.1189 3.2459 -0.0048 -0.1626 -0.1487 0.23
H -1.0536 2.3362 2.5515 -0.2738 0.0755 -0.2630 0.50
H 0.1256 2.4520 1.2835 -0.0107 -0.2377 -0.3555 0.22
H 1.9772 2.0892 -2.0311 -0.1278 0.0011 -0.1368 0.48
H 1.7338 2.6582 -0.4126 -0.1793 0.0948 0.0730 0.33
H 0.4411 2.9163 -1.6469 0.1466 0.1598 -0.0662 0.26
H 0.1792 -1.4246 -2.2184 -0.0095 -0.0174 -0.0158 0.42
H 1.8816 -0.8829 -2.1790 -0.0267 -0.1157 0.2013 0.48
H 0.7105 -0.0213 -3.1650 -0.1263 -0.2411 -0.1221 0.37
H 0.5774 -2.3217 -0.3768 0.0347 0.0352 0.0021 0.38
H 1.7293 -3.7665 1.1838 0.0033 -0.0503 0.0252 0.49
H 0.8385 -4.1251 3.4346 -0.1495 0.0733 0.2276 0.30
H -1.2584 -2.9862 4.1145 -0.1652 0.1932 -0.0185 0.40
H -2.4229 -1.4640 2.5568 0.0088 0.0747 -0.0307 0.50
H -5.1138 -1.0945 -1.5493 0.0341 0.0015 0.1103 0.52
H -5.8985 1.3403 -2.6972 0.2229 0.0787 0.3139 0.46
H -4.4942 0.8853 -3.6168 0.1636 0.0098 0.1668 0.36
H -7.1046 -0.0277 -4.0084 0.0540 0.0778 -0.0565 0.36
H -6.4130 -1.3737 -3.1470 0.0476 0.0042 0.0458 0.31
H -5.6979 -0.8361 -4.6573 0.0817 -0.0231 0.0387 0.34
H -3.7985 2.6126 -1.6582 0.0408 -0.0913 -0.0693 0.90
H -3.6080 2.2476 0.0288 0.1038 -0.1344 0.0337 0.26
H -1.6374 3.9209 -1.6232 0.0236 -0.2584 -0.0916 0.30
H -1.4640 3.5626 0.0934 0.0704 -0.2793 -0.0839 0.07
H -3.8479 4.9077 -1.1645 -0.0693 0.1269 0.0651 0.36
H -2.5110 5.7628 -0.4345 0.1267 -0.0693 0.0127 0.43
H -3.3083 4.0260 1.4966 -0.1423 -0.0210 0.1235 0.26
H -4.7200 4.5332 0.7968 -0.0366 -0.1504 0.3515 0.30
C 6.9168 6.8662 -2.5886 -0.0501 0.0575 -0.3020 -0.68
O 5.6531 6.7155 -1.9053 2.0148 -0.2614 1.5865 -0.31
P 5.3253 5.2822 -1.2440 -4.6414 -1.4942 -1.3720 1.05
O 5.1652 4.3295 -2.3651 0.8711 0.0806 0.0078 -0.67
O 3.9458 5.7744 -0.5923 -0.0938 -0.2059 0.0960 -0.34
C 2.8476 6.0505 -1.4543 -0.1242 0.1414 -0.0464 -0.64
O 5.6820 4.4151 0.0650 1.9502 1.8329 -0.0675 -0.19
C 7.0517 3.9811 0.2272 0.0411 -0.1860 0.0546 -0.75
H 7.1046 7.9300 -2.7024 -0.0836 0.0146 0.0641 0.25
H 7.7336 6.4243 -2.0197 0.0247 0.0126 -0.0064 0.29
H 6.8592 6.3993 -3.5705 -0.0177 -0.0739 0.0396 0.29
H 2.9034 5.4619 -2.3710 0.0666 0.0017 0.0025 0.35
H 2.8096 7.1119 -1.7003 0.0648 0.0021 -0.0215 0.28
H 1.9386 5.7852 -0.9152 0.0162 0.0065 0.0337 0.15
H 7.7366 4.8294 0.2151 0.0018 0.0257 0.0214 0.36
H 7.3179 3.2801 -0.5648 -0.0543 0.0163 -0.0337 0.33
H 7.1261 3.4839 1.1905 -0.1220 -0.0021 -0.0577 0.23
C -11.1746 -4.0799 -8.1080 -0.1236 -0.0181 -0.3276 -0.71
O -9.9431 -3.3332 -8.1505 -0.5916 -1.2285 3.0859 -0.32
P -9.8770 -1.9017 -7.3357 2.2288 4.3203 -6.0185 1.00
O -10.8471 -1.1132 -8.1525 -0.9513 -0.5899 0.9861 -0.65
O -8.3305 -1.7495 -7.7814 0.2137 0.1570 0.1859 -0.27
C -8.0195 -1.6993 -9.1731 0.0824 -0.2879 -0.1023 -0.66
O -9.5280 -0.7874 -6.1642 -0.7391 -2.6792 2.1899 -0.20
C -10.4463 -0.6823 -5.0597 -0.1543 0.1966 -0.1128 -0.80
H -10.9560 -5.0964 -8.4253 0.0987 0.0245 0.0090 0.23
H -11.5914 -4.1090 -7.1027 -0.0347 -0.0378 -0.0118 0.30
H -11.8962 -3.6327 -8.7900 0.0061 0.0842 0.0535 0.30
H -8.8506 -1.2924 -9.7493 -0.0432 -0.0042 0.0497 0.35
H -7.7721 -2.6955 -9.5395 -0.0350 -0.0069 -0.0314 0.23
H -7.1518 -1.0533 -9.2902 -0.0072 0.0246 0.0776 0.23
H -10.5720 -1.6408 -4.5549 0.0130 0.0405 0.0802 0.37
H -11.4148 -0.3214 -5.4089 0.0057 -0.0104 -0.0151 0.36
H -10.0301 0.0315 -4.3533 0.0539 0.0214 -0.0569 0.23
C 4.1353 -6.2111 8.7901 0.2249 -0.2383 0.0658 -0.68
O 4.5242 -5.4681 7.6138 -2.2645 0.8804 0.9644 -0.28
P 3.5749 -5.5698 6.3135 3.1033 -1.0269 -4.1033 0.77
O 3.6642 -6.9633 5.8335 -0.6367 -0.1032 0.7562 -0.65
O 4.4160 -4.5022 5.4695 -0.0992 0.0138 -0.2021 -0.22
C 5.7200 -4.8449 4.9996 0.2701 0.0514 0.1146 -0.67
O 2.2006 -4.9557 5.7208 -0.4448 0.5661 2.5309 -0.07
C 0.9461 -5.2559 6.3542 -0.0972 -0.1697 -0.1074 -0.49
H 4.6892 -5.8071 9.6327 0.0313 0.0769 -0.0675 0.24
H 3.0694 -6.1127 8.9908 -0.0079 -0.0056 0.0271 0.29
H 4.3881 -7.2618 8.6584 -0.0533 0.0012 -0.0696 0.29
H 5.8257 -5.9195 4.8527 -0.0867 -0.0172 0.0441 0.37
H 6.4699 -4.4982 5.7118 0.0052 -0.0530 0.0361 0.21
H 5.8775 -4.3384 4.0494 -0.0996 0.0414 0.0058 0.24
H 0.9392 -4.9738 7.4073 0.0320 0.0550 -0.0117 0.34
H 0.7066 -6.3158 6.2595 0.0760 -0.0048 -0.0241 0.36
H 0.1912 -4.6685 5.8368 -0.0068 -0.0072 0.0034 -0.01
C 7.8439 -0.9224 5.0776 0.1170 -0.2457 -0.0525 -0.68
O 8.0875 -0.0159 3.9795 -1.8531 0.8804 1.5658 -0.37
P 6.8733 0.2352 2.9431 1.8546 -0.6534 -4.6745 0.92
O 6.6500 -1.0477 2.2428 -0.4237 -0.1634 0.8424 -0.65
O 7.6717 1.3369 2.1025 -0.1740 0.0300 -0.1793 -0.19
C 8.7741 0.9160 1.2967 0.2533 -0.0152 0.0763 -0.70
O 5.5018 1.0791 2.8261 0.4582 0.0638 2.6068 -0.13
C 4.4420 0.7392 3.7401 -0.1470 -0.1430 -0.1100 -0.72
H 8.6110 -0.7588 5.8291 0.0387 0.1217 -0.0803 0.28
H 6.8670 -0.7401 5.5239 0.0131 -0.0530 0.0718 0.28
H 7.8983 -1.9506 4.7225 -0.0641 0.0235 -0.0581 0.27
H 8.6542 -0.1160 0.9683 -0.0614 0.0038 0.0277 0.34
H 9.7040 1.0184 1.8558 -0.0093 -0.0294 0.0289 0.28
H 8.8115 1.5666 0.4256 -0.0481 0.0169 0.0109 0.20
H 4.7739 0.8143 4.7762 -0.0447 0.0490 0.0122 0.38
H 4.0837 -0.2724 3.5414 0.0333 -0.0052 -0.0079 0.36
H 3.6340 1.4479 3.5805 0.0656 0.0472 -0.0617 0.14
```
Forces are in eV/Å.

Result set for E_LUMO: 0.424 -3.823 eV, one per record in the order listed.
Result set for gap between HOMO and LUMO: 8.73 6.92 eV, one per record in the order listed.
Result set for max |F|: 0.873 7.737 eV/A, one per record in the order listed.